1) Density functional theory data (wB97M-V/def2-TZVPD) for C5H5NO3 in the gas phase.

```
14
Properties=species:S:1:pos:R:3:mulliken_charge:R:1
H 0.820 -1.445 1.023 0.3740
O -1.475 1.550 0.162 -0.5796
C -0.557 0.545 -0.145 0.8579
H 1.184 -0.320 2.335 0.3224
H -0.937 2.277 0.547 0.3548
H 2.398 -0.632 1.056 0.2856
C -0.891 -0.387 -1.050 0.2773
C 0.788 0.659 0.494 0.3963
H -2.677 0.283 -1.079 0.3627
C 0.047 -1.319 -1.590 -0.0954
O 1.308 1.774 0.537 -0.5538
C 1.334 -0.513 1.268 -1.0601
N 0.846 -2.048 -2.007 -0.3940
O -2.188 -0.422 -1.551 -0.5482
```

Values from the calculation:
HOMO: -0.350 Ha
LUMO: -0.47 eV
SMILES string: CC(=O)/C(O)=C(/O)C#N
Spin multiplicity: 1
Orbital gap: 9.049 eV


2) Density functional theory data (wB97M-V/def2-TZVPD) for a molecular structure, C5H5NO3.

```
14
Properties=species:S:1:pos:R:3:mulliken_charge:R:1
H 2.279 1.001 2.235 0.3855
C -0.011 0.928 2.244 0.1716
H -2.654 -1.801 -2.654 0.2468
C 0.158 0.433 0.829 -0.2030
H -1.471 -2.173 -1.096 0.3217
H -0.582 -2.614 -2.144 0.3617
O -1.113 1.218 2.742 -0.5933
C 0.253 0.124 -0.321 0.8338
N 1.162 1.148 2.855 -0.4991
C 0.463 -0.445 -1.664 0.2019
O 1.514 -0.569 -2.224 -0.4524
H 0.790 1.530 3.653 0.2678
O -0.819 -0.514 -2.238 -0.2735
C -1.389 -1.884 -2.125 -0.7694
```

Values from the calculation:
HOMO: -0.384 Ha
LUMO: -0.47 eV
Spin multiplicity: 1
Orbital gap: 9.968 eV


3) Density functional theory data (wB97M-V/def2-TZVPD) for C5H5NO3 in the gas phase.

```
14
Properties=species:S:1:pos:R:3:mulliken_charge:R:1
O 1.529 -0.842 1.089 -0.4155
N -1.178 0.287 0.487 0.2124
H 2.681 -0.224 -0.516 0.4641
O -2.477 0.414 0.483 -0.4726
C 1.670 -0.084 -0.143 -0.0604
C -0.302 1.448 0.167 -0.2807
C -0.743 -0.900 0.047 0.2567
C 0.727 -1.228 0.008 0.2405
H -0.919 2.413 -0.030 0.3346
H 1.549 1.943 -0.618 0.3286
O -1.560 -1.775 -0.192 -0.6744
H -2.746 -0.276 -0.299 0.3880
H 0.807 -2.350 -0.334 0.3135
C 0.964 1.173 -0.149 -0.6348
```

Values from the calculation:
HOMO: -0.333 Ha
LUMO: 0.76 eV
SMILES string: O=C1[C@@H]2O[C@@H]2C=CN1O
Spin multiplicity: 1
Orbital gap: 9.828 eV


Tell me which of them is the most stable. Sure, it is 1).